{"formula": "C18H36Br18", "method": "wB97M-V/def2-TZVPD", "symbols": ["Br", "Br", "Br", "Br", "Br", "Br", "Br", "Br", "Br", "Br", "Br", "Br", "Br", "Br", "Br", "Br", "Br", "Br", "C", "C", "C", "C", "C", "C", "C", "C", "C", "C", "C", "C", "C", "C", "C", "C", "C", "C", "H", "H", "H", "H", "H", "H", "H", "H", "H", "H", "H", "H", "H", "H", "H", "H", "H", "H", "H", "H", "H", "H", "H", "H", "H", "H", "H", "H", "H", "H", "H", "H", "H", "H", "H", "H"], "xyz": [[4.084, -0.103, -0.148], [-5.573, 4.485, -3.771], [1.711, 2.578, -3.593], [-2.990, -4.213, -0.396], [4.211, -4.180, -2.244], [0.232, -0.918, 1.253], [-1.040, -1.276, -6.646], [-0.513, 0.731, 7.558], [2.695, -1.606, -5.290], [-4.497, -2.450, -3.801], [2.897, 4.194, 5.602], [-0.861, -0.440, -1.974], [-3.885, -0.291, 1.812], [-1.249, -4.347, 4.358], [-1.835, 1.954, -4.605], [-1.071, 2.657, 3.405], [2.851, 2.279, 2.605], [2.160, -1.322, 4.385], [4.423, -1.976, -0.453], [-3.164, -2.368, 0.119], [3.949, -2.309, -1.853], [0.391, -2.085, 4.577], [-4.072, 3.665, -4.656], [4.461, 3.542, 4.640], [-0.857, 0.941, -0.575], [-0.186, 1.886, 6.036], [2.381, -0.123, -4.063], [-3.495, 2.571, -3.803], [4.216, 2.207, 3.972], [0.338, 0.783, 0.301], [-3.451, -1.575, -5.208], [-2.060, -2.163, -5.217], [0.523, -3.586, 4.535], [1.939, 1.105, -4.820], [-3.613, -2.197, 1.553], [-1.442, 2.050, 5.218], [1.116, -3.946, 3.702], [1.607, -0.451, -3.376], [-2.071, 2.830, 5.633], [-1.792, 0.818, -0.039], [-2.213, -1.871, -0.049], [0.117, 2.842, 6.447], [3.972, 1.402, 4.660], [5.264, 3.490, 5.367], [-2.848, -2.566, 2.229], [-3.317, 4.426, -4.841], [-1.515, -2.036, -4.292], [0.636, 1.473, 5.461], [4.684, 4.305, 3.901], [-4.158, 1.711, -3.803], [-2.041, 1.151, 5.117], [0.053, -1.842, 5.573], [-4.566, -2.671, 1.750], [3.922, -2.558, 0.320], [2.675, 1.391, -5.565], [-3.468, -0.511, -5.005], [-0.858, 1.857, -1.160], [0.988, -3.934, 5.452], [-2.058, -3.201, -5.527], [1.006, 0.890, -5.338], [-0.272, -1.687, 3.821], [1.275, 0.719, -0.240], [-3.985, -1.775, -6.129], [5.469, -2.249, -0.313], [-3.832, -1.894, -0.599], [-4.375, 3.290, -5.627], [0.393, 1.564, 1.055], [-3.277, 2.891, -2.793], [2.894, -2.086, -1.974], [3.310, -0.005, -3.519], [4.531, -1.751, -2.578], [5.126, 1.881, 3.465]], "smiles": "BrCCBr.BrCCBr.BrCCBr.BrCCBr.BrCCBr.BrCCBr.BrCCBr.BrCCBr.BrCCBr", "e_lumo_ev": 0.12, "total_charge": 0, "mol_weight_g_mol": 1690.76, "orbital_gap_ev": 10.053, "e_above_lowest_kcal_mol": 0.0}

---

{"formula": "ClH3O3PSi", "method": "wB97M-V/def2-TZVPD", "symbols": ["Cl", "P", "Si", "O", "O", "O", "H", "H", "H"], "xyz": [[0.537, 1.824, -1.424], [0.583, -0.309, -1.354], [-0.606, 0.031, 1.286], [0.079, -0.896, -2.588], [1.882, -0.635, -0.769], [-0.581, -0.529, -0.181], [0.602, 0.115, 1.834], [-1.527, -0.954, 1.838], [-0.969, 1.352, 1.357]], "e_lumo_ev": 3.60, "total_charge": -1, "mol_weight_g_mol": 145.53, "orbital_gap_ev": 9.316, "e_above_lowest_kcal_mol": 0.0}